DFT (ωB97M-V/def2-TZVPD) results for a single C2H2FN3S molecule.

Gap between HOMO and LUMO (eV): 9.469
LUMO (eV): 0.63
Structure (SMILES): Fc1[nH]nnc1S
E_HOMO (eV): -8.8
Energy (a.u.): -739.67134
Relative energy (zero: lowest compared OMol25 entry of this formula, charge and spin) (kJ/mol): 67.1
Maximum force (eV/A): 2.59

Cartesian coordinates (Å):
F: 1.84 -0.52 0.08
C: 0.62 -0.03 0.22
N: 0.22 0.76 1.26
N: -1.00 1.18 0.95
N: -1.43 0.62 -0.09
C: -0.50 -0.26 -0.55
S: -0.79 -1.15 -2.00
H: 0.77 1.39 1.93
H: 0.28 -1.99 -1.79